*a*
This record from the OMol25 dataset describes a cluster of 2 separate species, C3H7O2 in total. The level of theory is ωB97M-V/def2-TZVPD.

Each line ends with the Löwdin charge.
Geometry (Å):
O1 -0.655 -1.341 1.508  -0.141
C1 -0.369 -0.378 2.249  -0.687
O2 0.319 0.637 1.996  -0.152
H1 -0.796 -0.401 3.296  0.079
C2 -0.560 0.278 -1.175  -0.196
C3 0.952 0.085 -1.105  -0.185
H2 -0.872 0.827 -2.074  0.045
H3 -0.896 0.861 -0.317  0.048
H4 -1.081 -0.677 -1.134  0.051
H5 1.486 1.011 -1.335  0.051
H6 1.203 -0.221 -0.089  0.038
H7 1.269 -0.680 -1.821  0.048

## Properties
HOMO level, eV: -3.92
Lowest unoccupied orbital energy, eV: 4.51
Total charge: -1
HOMO-LUMO gap, eV: 8.43



*b*
This record from the OMol25 dataset describes a cluster of 3 separate species, C3H7O2 in total. The level of theory is ωB97M-V/def2-TZVPD.

Each line ends with the Löwdin charge.
Geometry (Å):
C1 -0.049 -2.965 -1.983  -0.142
O1 0.272 -3.920 -2.633  -0.024
H1 -1.108 -2.647 -1.941  0.082
H2 0.666 -2.360 -1.414  0.082
H3 5.358 2.866 -2.439  -0.003
C2 -2.222 0.796 2.511  -0.151
C3 -1.111 1.175 1.774  -0.609
O2 0.003 1.622 2.154  -0.220
H4 -3.188 0.950 2.054  -0.042
H5 -2.132 0.514 3.546  -0.027
H6 -1.117 0.954 0.671  0.052
H7 4.629 3.014 -2.301  0.003

## Properties
HOMO level, eV: -1.91
Lowest unoccupied orbital energy, eV: 3.22
Total charge: -1
HOMO-LUMO gap, eV: 5.12



*c*
This record from the OMol25 dataset describes a structure of composition C3H7O2. The level of theory is ωB97M-V/def2-TZVPD.

Each line ends with the Löwdin charge.
Geometry (Å):
C1 0.233 -0.948 0.056  -0.441
O1 -0.440 -0.502 -1.107  -0.294
C2 1.445 -0.087 0.426  -0.131
H1 0.449 -2.052 0.020  0.089
H2 -0.443 -0.894 0.913  0.075
H3 2.051 -0.563 1.225  0.050
H4 1.042 0.893 0.774  0.058
H5 2.132 0.032 -0.439  0.057
O2 -1.255 1.320 0.676  -0.246
C3 -1.495 0.904 -0.522  -0.350
H6 -2.465 0.353 -0.669  0.075
H7 -1.254 1.544 -1.353  0.057

## Properties
HOMO level, eV: -3.26
Lowest unoccupied orbital energy, eV: 4.72
Total charge: -1
HOMO-LUMO gap, eV: 7.98



*d*
This record from the OMol25 dataset describes a cluster of 2 separate species, C3H7O2 in total. The level of theory is ωB97M-V/def2-TZVPD.

Each line ends with the Löwdin charge.
Geometry (Å):
C1 1.028 1.456 1.355  -0.236
O1 -0.111 1.170 0.619  -0.164
H1 1.939 1.349 0.742  0.066
H2 0.974 2.464 1.773  0.059
H3 1.140 0.776 2.226  0.066
O2 -2.528 -0.996 -1.297  -0.155
C2 -1.306 -0.943 -1.481  -0.565
C3 -0.261 -1.460 -0.687  -0.156
H4 -0.869 -0.413 -2.391  0.080
H5 -0.582 -2.155 0.091  0.017
H6 -0.117 0.270 0.210  0.004
H7 0.694 -1.518 -1.159  -0.014

## Properties
HOMO level, eV: -2.66
Lowest unoccupied orbital energy, eV: 4.05
Total charge: -1
HOMO-LUMO gap, eV: 6.71



Question: which arrangement is favored energetically? Ranking from most to least stable: *a*, *d*, *c*, *b*.



*a*
This record from the OMol25 dataset describes a cluster of 2 separate species, C5H14N3 in total. The level of theory is ωB97M-V/def2-TZVPD.

Each line ends with the Löwdin charge.
Geometry (Å):
C1 2.227 -0.552 -0.440  -0.331
C2 2.763 -0.018 -1.487  0.020
C3 -1.660 0.069 -1.692  -0.030
C4 -0.085 1.348 1.316  0.022
C5 -1.067 -0.848 1.396  0.021
N1 1.801 -1.152 0.547  0.106
N2 -0.473 0.275 -0.794  -0.017
N3 -0.992 0.435 0.567  -0.152
H1 2.905 1.102 -1.590  0.103
H2 2.915 -0.764 -2.326  0.107
H3 0.170 -0.477 -0.893  0.060
H4 -1.424 0.020 -2.676  0.055
H5 -2.270 -0.696 -1.325  0.057
H6 -2.405 0.959 -1.599  0.128
H7 0.146 0.939 2.325  0.119
H8 0.722 1.372 0.686  0.045
H9 -0.528 2.344 1.486  0.121
H10 -1.785 -1.577 1.007  0.117
H11 -0.139 -1.245 1.539  0.026
H12 -1.374 -0.525 2.343  0.085
H13 2.516 -1.772 1.109  0.161
H14 -1.964 0.762 0.501  0.176

## Properties
HOMO level, eV: -12.89
Lowest unoccupied orbital energy, eV: -2.75
Total charge: +1
HOMO-LUMO gap, eV: 10.14



*b*
This record from the OMol25 dataset describes the ion C5H14N3 with charge +1. The level of theory is ωB97M-V/def2-TZVPD.

Each line ends with the Löwdin charge.
Geometry (Å):
C1 -0.798 -0.150 -1.125  -0.063
C2 1.118 1.268 -0.205  -0.250
C3 -0.495 -0.416 0.391  -0.635
C4 -1.449 0.268 1.419  -0.026
C5 -0.345 -1.846 0.740  -0.049
N1 0.763 0.127 0.668  0.029
N2 2.448 1.443 -0.537  0.117
N3 0.306 0.679 -1.547  0.111
H1 -0.849 -1.017 -1.778  0.135
H2 -1.806 0.390 -1.130  0.159
H3 0.620 2.225 -0.113  0.163
H4 -1.925 1.234 1.114  0.085
H5 -0.877 0.245 2.434  0.119
H6 -2.312 -0.573 1.656  0.138
H7 0.445 -2.377 0.141  0.114
H8 -1.293 -2.364 0.620  0.097
H9 -0.071 -1.853 1.796  0.101
H10 1.581 -0.498 0.502  0.145
H11 3.167 0.808 -0.411  0.080
H12 2.744 2.347 -0.147  0.126
H13 0.961 0.091 -2.042  0.164
H14 0.064 1.401 -2.151  0.139

## Properties
HOMO level, eV: -14.05
Lowest unoccupied orbital energy, eV: -3.08
Total charge: +1
HOMO-LUMO gap, eV: 10.96
SMILES string: CC1(C)C[NH2+][C@H](N)N1



*c*
This record from the OMol25 dataset describes a cluster of 2 separate species, C5H14N3 in total. The level of theory is ωB97M-V/def2-TZVPD.

Each line ends with the Löwdin charge.
Geometry (Å):
C1 1.154 -1.969 0.424  -0.175
C2 -0.318 1.350 1.131  -0.051
C3 0.000 1.910 -1.333  -0.024
C4 -1.448 -0.810 -0.465  -0.137
C5 0.275 0.888 -0.196  -0.488
N1 0.455 -2.852 1.064  0.166
N2 -0.155 -0.345 -0.733  0.059
N3 2.439 -1.902 0.318  0.170
H1 -1.384 1.549 1.050  0.086
H2 -0.148 0.601 1.905  0.080
H3 0.172 2.270 1.443  0.091
H4 0.388 2.875 -1.020  0.092
H5 -1.066 1.995 -1.526  0.083
H6 0.502 1.599 -2.247  0.087
H7 -1.765 -0.774 0.585  0.094
H8 -2.135 -0.153 -1.015  0.125
H9 -1.568 -1.809 -0.889  0.097
H10 1.368 0.842 -0.116  0.131
H11 -0.554 -2.796 1.072  0.107
H12 0.867 -3.647 1.548  0.141
H13 3.063 -2.593 0.733  0.141
H14 2.881 -1.186 -0.241  0.126

## Properties
HOMO level (spin up / spin down), eV: -13.36 / -13.53
Lowest unoccupied orbital energy (spin up / spin down), eV: -5.30 / -4.82
Total charge: +1
HOMO-LUMO gap (spin up / spin down), eV: 8.05 / 8.71



Question: which arrangement is favored energetically? Ranking from most to least stable: *b*, *c*, *a*.



*a*
This record from the OMol25 dataset describes the ion C5H14N3 with charge +1. The level of theory is ωB97M-V/def2-TZVPD.

Each line ends with the Löwdin charge.
Geometry (Å):
C1 -1.335 -1.711 -1.908  -0.066
C2 -1.057 -0.537 -1.046  -0.433
C3 0.351 0.010 -1.214  -0.167
C4 0.726 1.338 -0.573  -0.095
N1 1.533 0.842 3.000  0.179
C5 1.549 1.257 1.744  -0.152
N2 0.552 1.137 0.926  0.060
N3 -1.409 -0.713 0.413  0.009
H1 -0.439 -2.361 -2.043  0.103
H2 -2.099 -2.379 -1.491  0.086
H3 -1.808 -1.572 -2.858  0.080
H4 -1.742 0.343 -1.215  0.158
H5 0.653 -0.231 -2.216  0.117
H6 1.071 -0.753 -0.814  0.138
H7 1.817 1.506 -0.702  0.131
H8 0.114 2.192 -0.796  0.122
H9 0.629 0.613 3.390  0.134
H10 2.264 1.090 3.646  0.131
H11 2.493 1.613 1.321  0.164
H12 -0.374 0.703 1.087  0.116
H13 -2.409 -0.779 0.572  0.091
H14 -1.079 -1.609 0.778  0.094

## Properties
HOMO level, eV: -13.71
Lowest unoccupied orbital energy, eV: -2.92
Total charge: +1
HOMO-LUMO gap, eV: 10.80
SMILES string: C[C@@H](N)CC/[NH+]=C/N



*b*
This record from the OMol25 dataset describes the ion C5H14N3 with charge +1. The level of theory is ωB97M-V/def2-TZVPD.

Each line ends with the Löwdin charge.
Geometry (Å):
C1 2.765 -0.394 -0.185  0.060
C2 1.559 -0.557 -0.692  -0.142
C3 0.051 1.775 -0.145  -0.087
C4 0.290 -0.462 1.520  -0.039
C5 -1.862 0.236 -0.454  -0.162
N1 -1.958 -1.225 -0.609  0.150
N2 -0.424 0.554 -0.629  -0.177
N3 0.265 -0.552 0.074  -0.204
H1 3.560 -0.387 -0.839  0.050
H2 2.807 -0.483 0.918  0.082
H3 1.531 -0.626 -1.794  0.130
H4 1.132 1.850 -0.527  0.125
H5 -0.421 2.542 -0.706  0.090
H6 -0.006 1.891 1.003  0.120
H7 0.731 -1.337 2.018  0.125
H8 0.894 0.445 1.869  0.117
H9 -0.679 -0.277 1.695  0.040
H10 -2.188 0.952 -1.171  0.128
H11 -2.440 0.460 0.517  0.160
H12 -2.125 -1.387 -1.533  0.103
H13 -2.709 -1.597 -0.022  0.161
H14 -0.771 -1.420 -0.308  0.171

## Properties
HOMO level, eV: -13.62
Lowest unoccupied orbital energy, eV: -2.96
Total charge: +1
HOMO-LUMO gap, eV: 10.66
SMILES string: C=CN(C)N(C)C[NH3+]



*c*
This record from the OMol25 dataset describes a cluster of 4 separate species, C5H14N3 in total. The level of theory is ωB97M-V/def2-TZVPD.

Each line ends with the Löwdin charge.
Geometry (Å):
C1 1.768 -2.615 -0.130  -0.220
C2 2.551 -3.875 -0.129  -0.031
C3 -3.050 1.907 0.956  -0.046
C4 -3.939 1.437 0.059  -0.043
C5 2.274 1.136 0.554  0.004
N1 1.212 -1.620 -0.204  0.122
N2 1.380 1.938 0.153  0.053
N3 -0.614 0.706 -0.826  0.242
H1 1.824 -4.697 -0.365  0.109
H2 3.041 -4.077 0.838  0.096
H3 3.274 -3.630 -0.930  0.099
H4 3.202 1.372 0.896  0.058
H5 -3.250 2.762 1.456  0.023
H6 -2.282 1.195 1.155  0.034
H7 -3.829 0.448 -0.306  0.034
H8 -4.859 1.922 -0.290  0.068
H9 2.081 0.075 0.545  0.021
H10 0.238 1.198 -0.472  -0.013
H11 1.504 2.912 0.106  0.077
H12 -0.421 0.766 -1.829  0.142
H13 -0.603 -0.352 -0.605  0.132
H14 -1.502 1.089 -0.631  0.039

## Properties
HOMO level, eV: -13.48
Lowest unoccupied orbital energy, eV: -2.58
Total charge: +1
HOMO-LUMO gap, eV: 10.89



*d*
This record from the OMol25 dataset describes a cluster of 2 separate species, C5H14N3 in total. The level of theory is ωB97M-V/def2-TZVPD.

Each line ends with the Löwdin charge.
Geometry (Å):
C1 0.157 0.269 -1.712  -0.072
C2 0.921 1.044 -0.908  -0.268
N1 0.503 2.088 -0.091  -0.110
C3 1.545 3.035 0.386  -0.095
H1 -0.943 0.321 -1.886  0.065
H2 0.720 -0.495 -2.371  0.090
H3 2.010 0.792 -0.845  0.124
H4 -0.420 2.479 -0.326  0.133
H5 1.695 3.030 1.467  0.062
H6 2.483 2.781 -0.150  0.082
H7 1.213 4.127 0.172  0.113
C4 -0.811 -2.251 0.944  -0.083
C5 -1.416 -1.687 -0.101  -0.207
N2 -1.480 -2.270 -1.340  0.090
N3 -0.557 -1.306 2.065  0.175
H8 -0.272 -3.168 1.041  0.117
H9 -1.880 -0.708 0.002  0.131
H10 -1.004 -1.695 -1.987  0.037
H11 -1.125 -3.215 -1.341  0.109
H12 -0.141 -0.459 1.674  0.144
H13 0.184 -1.690 2.707  0.194
H14 -1.382 -1.023 2.601  0.171

## Properties
HOMO level, eV: -11.50
Lowest unoccupied orbital energy, eV: -3.44
Total charge: +1
HOMO-LUMO gap, eV: 8.06



Question: which arrangement is favored energetically? Ranking from most to least stable: *a*, *c*, *d*, *b*.



*a*
This record from the OMol25 dataset describes a cluster of 2 separate species, C2H2BrNO2 in total. The level of theory is ωB97M-V/def2-TZVPD.

Each line ends with the Löwdin charge.
Geometry (Å):
C1 1.957 0.328 -1.511  0.031
C2 2.465 0.032 -0.424  -0.765
N1 -0.667 1.145 1.435  -0.080
O1 -0.751 -0.221 1.397  -0.055
O2 0.190 1.689 2.109  -0.040
Br1 2.771 -0.095 1.306  0.810
H1 1.696 0.041 -2.450  -0.007
H2 -0.172 -0.929 1.777  0.105

## Properties
HOMO level, eV: -10.02
Lowest unoccupied orbital energy, eV: 0.06
HOMO-LUMO gap, eV: 10.08
SMILES string: C#CBr.O=NO



*b*
This record from the OMol25 dataset describes an isolated molecule of C2H2BrNO2. The level of theory is ωB97M-V/def2-TZVPD.

Each line ends with the Löwdin charge.
Geometry (Å):
C1 0.059 0.586 -0.062  -0.066
C2 1.139 -0.397 0.008  -0.539
N1 -1.246 0.036 0.019  -0.446
O1 -1.413 -1.194 -0.080  0.016
O2 -2.164 0.776 0.142  0.103
Br1 2.943 0.023 0.078  0.746
H1 0.063 1.574 -0.346  0.086
H2 0.618 -1.404 0.240  0.100

## Properties
HOMO level, eV: -10.29
Lowest unoccupied orbital energy, eV: -1.14
HOMO-LUMO gap, eV: 9.15
SMILES string: O=[N+]([O-])/C=C/Br



*c*
This record from the OMol25 dataset describes an isolated molecule of C2H2BrNO2. The level of theory is ωB97M-V/def2-TZVPD.

Each line ends with the Löwdin charge.
Geometry (Å):
C1 -1.095 -0.878 1.278  -0.341
C2 0.905 0.987 0.477  -0.667
N1 -0.372 1.133 0.292  -0.045
O1 -1.206 -0.009 0.188  -0.051
O2 -1.948 -1.628 1.448  0.162
Br1 1.875 2.549 0.910  0.697
H1 -0.216 -0.582 1.839  0.123
H2 1.586 0.081 0.139  0.122

## Properties
HOMO level, eV: -10.41
Lowest unoccupied orbital energy, eV: 0.09
HOMO-LUMO gap, eV: 10.49
SMILES string: O=CO/N=C/Br



Question: which arrangement is favored energetically? Ranking from most to least stable: *c*, *b*, *a*.